Record 1
Formula: C4H12N2O
Source: OMol25
Level of theory: ωB97M-V/def2-TZVPD

Element x y z (Å)
C1 -0.37 -0.70 -0.12
C2 1.63 -1.36 -0.76
C3 0.73 1.47 -0.01
C4 -2.20 1.19 -0.43
N1 -0.14 0.49 -0.63
N2 -0.34 -0.97 1.25
O1 2.32 -1.54 0.42
H1 1.68 -1.84 1.09
H2 -1.00 -1.38 -0.69
H3 -1.22 -1.34 1.59
H4 -0.02 -0.20 1.83
H5 1.25 -2.27 -1.23
H6 2.17 -0.70 -1.42
H7 1.65 1.04 0.38
H8 0.21 1.97 0.82
H9 0.99 2.22 -0.76
H10 -2.32 1.68 0.54
H11 -2.91 0.38 -0.60
H12 -2.12 1.87 -1.26

Values from the calculation:
Total energy ... -9364.927 eV
Maximum force ... 2.9 eV/A
ΔE to the lowest compared entry with this formula, charge and spin ... 144.5 kcal/mol
Highest occupied orbital energy (alpha / beta) ... -6.91 / -6.84 eV
Net charge ... 0
Orbital gap (alpha / beta) ... 7.758 / 7.675 eV

Record 2
Formula: C2H3N2O2
Source: OMol25
Level of theory: ωB97M-V/def2-TZVPD

Element x y z (Å)
C1 0.10 0.07 -1.17
C2 0.48 1.64 0.67
N1 0.50 -0.56 -2.20
N2 -0.58 -0.47 -0.09
O1 0.07 2.10 1.61
O2 0.50 -0.78 -3.36
H1 0.72 0.93 -0.68
H2 -0.89 -0.15 0.84
H3 -1.12 -1.14 -0.53

Values from the calculation:
Total energy ... -9184.509 eV
Maximum force ... 4.2 eV/A
ΔE to the lowest compared entry with this formula, charge and spin ... 134.1 kcal/mol
Highest occupied orbital energy (alpha / beta) ... -15.48 / -15.48 eV
Net charge ... +1
Orbital gap (alpha / beta) ... 8.414 / 8.413 eV